#a
Molecular formula: C3H8N3O2
Method: DFT, the ωB97M-V functional and the def2-TZVPD basis

Element x y z (Å)
C: 0.702 -1.395 0.356
C: -1.116 1.800 -0.261
C: -0.585 0.604 0.368
N: 1.432 -2.211 -0.378
N: 1.757 0.840 1.910
N: 0.105 -0.337 -0.205
O: 1.965 1.948 2.333
O: 2.165 -0.273 1.683
H: 0.248 -1.835 1.253
H: -2.174 2.017 -0.119
H: -0.387 2.596 -0.059
H: -0.871 1.696 -1.351
H: -0.931 0.400 1.443
H: 2.193 -2.707 0.141
H: 1.896 -1.972 -1.286
H: 0.490 -0.162 -1.069

Computed properties:
**LUMO level (spin up / spin down)**: -4.6103 / -4.7020 eV
**HOMO energy (spin up / spin down)**: -13.5 / -11.8 eV
**Total charge**: +1
**Kohn-Sham gap (spin up / spin down)**: 8.86 / 7.10 eV

=====

#b
Molecular formula: C3H8N3O2
Method: DFT, the ωB97M-V functional and the def2-TZVPD basis

Element x y z (Å)
C: -0.004 0.825 -0.184
C: 0.127 -1.736 -0.017
C: 0.339 -0.451 -0.694
N: -0.666 0.982 0.999
N: 0.166 1.987 -0.839
N: 4.018 -0.186 0.560
O: 4.765 0.646 0.864
O: 3.023 -0.622 0.126
H: 1.036 -2.089 0.502
H: -0.689 -1.585 0.771
H: -0.008 -2.452 -0.691
H: 0.921 -0.341 -1.622
H: -0.974 0.136 1.438
H: -0.792 1.868 1.416
H: 0.469 1.853 -1.750
H: -0.627 2.603 -0.640

Computed properties:
**LUMO level (spin up / spin down)**: -3.2936 / -6.3158 eV
**HOMO energy (spin up / spin down)**: -13.9 / -12.0 eV
**Total charge**: +1
**Kohn-Sham gap (spin up / spin down)**: 10.57 / 5.70 eV

=====

Preferred: #b; penalty for the next structure: 0.0224 hartree.

=====

#a
Molecular formula: C5H8N2O3
Method: DFT, the ωB97M-V functional and the def2-TZVPD basis

Element x y z (Å)
O: 0.943 -2.537 -1.356
C: -0.483 -2.248 -1.070
C: -0.627 -0.857 -0.494
O: 0.697 -0.414 -0.303
C: -1.338 0.096 -1.447
C: -1.134 1.518 -1.068
N: -0.388 2.425 -1.627
C: -0.622 3.525 -0.848
N: -1.439 3.311 0.142
O: -1.785 1.985 -0.006
H: 0.994 -3.216 -2.033
H: -0.880 -2.988 -0.357
H: -1.058 -2.322 -2.007
H: -1.164 -0.910 0.469
H: 1.371 -1.051 -0.717
H: -0.971 -0.039 -2.472
H: -2.416 -0.121 -1.434
H: -0.189 4.506 -1.028

Computed properties:
**LUMO level**: 0.4836 eV
**HOMO energy**: -10.1 eV
**Kohn-Sham gap**: 10.56 eV

=====

#b
Molecular formula: C5H8N2O3
Method: DFT, the ωB97M-V functional and the def2-TZVPD basis

Element x y z (Å)
N: 2.845 -1.190 -0.127
C: 2.328 -0.123 -0.159
C: 1.308 0.903 -0.501
N: 0.038 0.360 -0.902
C: -0.885 -0.040 0.003
O: -0.702 0.048 1.209
C: -2.144 -0.655 -0.573
C: -3.435 -0.027 -0.130
O: -3.547 1.030 0.447
H: 1.707 1.520 -1.317
H: 1.180 1.556 0.374
H: -0.135 0.229 -1.889
H: -2.181 -1.713 -0.268
H: -2.155 -0.663 -1.675
H: -4.333 -0.641 -0.358
O: 3.637 0.081 1.977
H: 2.793 0.241 2.427
H: 3.681 -0.918 1.461

Computed properties:
**LUMO level**: 0.3203 eV
**HOMO energy**: -10.2 eV
**Kohn-Sham gap**: 10.55 eV

=====

#c
Molecular formula: C5H8N2O3
Method: DFT, the ωB97M-V functional and the def2-TZVPD basis

Element x y z (Å)
C: -2.425 -0.928 -0.978
C: -1.086 -0.301 -1.010
N: -0.804 0.660 -1.757
O: 0.249 1.342 -1.436
C: 0.971 0.566 -0.122
C: 1.213 1.575 0.996
O: 2.015 -0.012 -0.728
C: -0.153 -0.443 0.089
N: -0.164 -1.429 0.927
O: 0.872 -1.400 1.866
H: -2.944 -0.702 -1.877
H: -2.896 -0.697 -0.073
H: -2.154 -2.081 -0.872
H: 2.213 1.341 1.537
H: 0.461 1.556 1.741
H: 1.333 2.654 0.651
H: 2.544 0.638 -1.090
H: 0.756 -2.338 2.135

Computed properties:
**LUMO level**: 0.6188 eV
**HOMO energy**: -8.8 eV
**Kohn-Sham gap**: 9.43 eV

=====

Preferred: #b; penalty for the next structure: 0.0051 hartree.

=====

#a
Molecular formula: CH3O3PS
Method: DFT, the ωB97M-V functional and the def2-TZVPD basis

Element x y z (Å)
O: -4.908 0.639 0.165
P: -4.264 -0.593 -0.294
C: -2.514 -0.328 0.228
O: -2.118 0.144 1.263
O: -1.704 -0.714 -0.758
H: -0.834 -0.344 -0.673
S: 0.846 1.059 -0.104
H: 0.588 1.875 -1.109
H: -0.329 1.448 0.427

Computed properties:
**LUMO level**: -1.3796 eV
**HOMO energy**: -9.7 eV
**Kohn-Sham gap**: 8.35 eV

=====

#b
Molecular formula: CH3O3PS
Method: DFT, the ωB97M-V functional and the def2-TZVPD basis

Element x y z (Å)
C: 0.989 -0.629 0.970
O: -0.780 2.678 -0.414
O: -1.385 0.361 -0.883
O: -0.070 -1.638 -1.750
P: -1.919 1.765 -0.287
S: 0.144 -0.284 -1.335
H: 0.004 -1.283 1.474
H: 1.803 -1.228 0.692
H: 1.214 0.259 1.533

Computed properties:
**LUMO level (spin up / spin down)**: -0.8729 / -0.8701 eV
**HOMO energy (spin up / spin down)**: -9.1 / -9.1 eV
**Kohn-Sham gap (spin up / spin down)**: 8.25 / 8.26 eV

=====

Preferred: #a; penalty for the next structure: 0.0572 hartree.

=====

#a
Molecular formula: C5H11N3
Method: DFT, the ωB97M-V functional and the def2-TZVPD basis

Element x y z (Å)
C: 1.298 -1.026 1.070
C: 0.875 -0.309 -0.190
N: 1.914 0.372 -0.813
C: -0.248 -0.728 -0.998
C: -1.328 -0.219 -0.314
N: -2.630 -0.662 -0.286
C: -0.789 0.812 0.545
N: -0.529 2.121 0.023
H: 1.787 -0.352 1.779
H: 0.439 -1.478 1.561
H: 2.015 -1.825 0.828
H: 2.870 0.153 -0.569
H: 1.772 0.648 -1.773
H: -0.202 -1.243 -1.956
H: -2.815 -1.647 -0.402
H: -3.286 -0.158 0.290
H: -1.130 0.854 1.585
H: 0.189 2.603 0.559
H: -0.203 2.083 -0.937

Computed properties:
**LUMO level**: 1.0190 eV
**HOMO energy**: -6.7 eV
**Kohn-Sham gap**: 7.68 eV

=====

#b
Molecular formula: C5H11N3
Method: DFT, the ωB97M-V functional and the def2-TZVPD basis

Element x y z (Å)
C: -1.590 -1.757 -0.709
N: -0.318 -1.175 -0.998
N: -0.142 0.001 -0.314
H: -1.000 0.553 -0.112
H: -1.703 -2.614 -1.376
H: -2.439 -1.061 -0.882
H: -1.660 -2.101 0.347
C: 1.048 2.202 -0.268
C: 0.961 0.841 -0.867
C: 0.481 -0.412 1.051
C: -0.236 -0.395 2.176
N: 1.657 0.427 -1.819
H: 1.350 -0.496 -2.134
H: 1.365 -1.014 0.911
H: 1.987 2.664 -0.566
H: 0.223 2.828 -0.606
H: 1.015 2.162 0.818
H: -1.121 0.220 2.275
H: 0.121 -0.872 3.073

Computed properties:
**LUMO level (spin up / spin down)**: 0.7569 / 0.7568 eV
**HOMO energy (spin up / spin down)**: -7.2 / -7.2 eV
**Kohn-Sham gap (spin up / spin down)**: 8.00 / 8.00 eV

=====

Preferred: #a; penalty for the next structure: 0.0690 hartree.